1.
{
  "formula": "C28H35N2SY",
  "method": "the ωB97M-V functional and the def2-TZVPD basis",
  "species": ["Y", "C", "C", "C", "C", "C", "C", "C", "C", "C", "H", "H", "H", "H", "H", "H", "H", "H", "H", "H", "H", "H", "C", "C", "C", "C", "C", "C", "C", "C", "C", "C", "C", "C", "C", "C", "H", "H", "H", "H", "H", "H", "H", "H", "H", "H", "H", "C", "N", "C", "C", "S", "N", "C", "C", "H", "H", "H", "H", "H", "H", "H", "H", "H", "H", "H", "H"],
  "xyz": [[0.66, 0.59, 0.67], [0.50, 4.13, -0.72], [0.57, 3.14, 0.44], [1.77, 2.80, 1.09], [1.71, 2.35, 2.46], [2.88, 2.44, 3.42], [0.45, 2.02, 3.02], [-0.75, 2.16, 2.31], [-2.01, 1.80, 3.00], [-0.68, 2.77, 1.04], [0.12, 3.68, -1.66], [1.52, 4.51, -0.90], [-0.16, 4.99, -0.50], [2.75, 2.94, 0.63], [2.87, 1.63, 4.20], [2.89, 3.41, 3.94], [3.83, 2.27, 2.86], [0.45, 1.65, 4.05], [-2.52, 2.69, 3.41], [-1.77, 1.12, 3.85], [-2.72, 1.22, 2.34], [-1.63, 3.03, 0.53], [1.79, -1.82, -5.69], [1.27, -0.55, -5.68], [0.98, 0.03, -4.48], [1.20, -0.65, -3.26], [1.79, -1.94, -3.26], [2.05, -2.51, -4.48], [0.89, -0.02, -1.97], [-0.26, 0.59, -1.57], [-1.56, 0.76, -2.15], [-2.20, -0.23, -2.96], [-3.50, -0.10, -3.38], [-4.27, 1.01, -3.02], [-3.70, 1.94, -2.19], [-2.34, 1.91, -1.85], [1.93, -2.37, -6.62], [0.98, -0.01, -6.55], [0.66, 1.07, -4.46], [2.04, -2.46, -2.32], [2.53, -3.50, -4.51], [1.79, 0.04, -1.32], [-1.64, -1.10, -3.29], [-3.92, -0.88, -3.97], [-5.26, 1.18, -3.44], [-4.32, 2.73, -1.83], [-1.94, 2.80, -1.41], [-1.56, -2.47, 1.63], [-0.20, -2.34, 1.18], [0.06, -2.85, -0.19], [0.84, -2.10, 2.06], [2.34, -1.54, 1.38], [0.67, -2.38, 3.40], [0.30, -3.77, 3.61], [1.47, -1.77, 4.44], [-2.22, -2.17, 0.84], [-1.66, -1.87, 2.52], [-1.83, -3.55, 1.83], [0.26, -3.95, -0.15], [0.96, -2.38, -0.61], [-0.82, -2.67, -0.80], [-0.50, -4.06, 2.93], [-0.02, -4.00, 4.62], [1.14, -4.46, 3.41], [1.75, -0.76, 4.14], [2.38, -2.41, 4.54], [0.93, -1.78, 5.40]],
  "nbo_charge": [1.843, -0.649, 0.030, -0.389, 0.043, -0.652, -0.301, 0.028, -0.672, -0.307, 0.264, 0.247, 0.265, 0.282, 0.242, 0.276, 0.248, 0.262, 0.282, 0.234, 0.251, 0.283, -0.165, -0.205, -0.173, -0.114, -0.203, -0.200, -0.242, -0.432, -0.149, -0.146, -0.208, -0.183, -0.206, -0.192, 0.235, 0.234, 0.219, 0.203, 0.231, 0.145, 0.212, 0.228, 0.239, 0.221, 0.189, -0.422, -0.446, -0.430, 0.348, -0.188, -0.426, -0.428, -0.411, 0.235, 0.223, 0.225, 0.235, 0.248, 0.237, 0.215, 0.243, 0.219, 0.211, 0.227, 0.238],
  "energy_ha": -1633.3994,
  "e_lumo_ev": -7.224,
  "total_charge": 2,
  "gap_ev": 5.896
}

=====

2.
{
  "formula": "C28H35N7O4",
  "method": "the ωB97M-V functional and the def2-TZVPD basis",
  "species": ["C", "O", "C", "C", "C", "C", "C", "C", "N", "C", "C", "C", "N", "C", "C", "O", "C", "C", "C", "C", "N", "N", "N", "N", "C", "C", "C", "C", "C", "C", "C", "C", "O", "N", "C", "C", "C", "O", "C", "H", "H", "H", "H", "H", "H", "H", "H", "H", "H", "H", "H", "H", "H", "H", "H", "H", "H", "H", "H", "H", "H", "H", "H", "H", "H", "H", "H", "H", "H", "H", "H", "H", "H", "H"],
  "xyz": [[-3.55, 4.44, -1.27], [-2.24, 4.90, -1.01], [-1.42, 4.11, -0.24], [-1.83, 2.95, 0.36], [-0.96, 2.16, 1.13], [-1.35, 0.93, 1.73], [-0.46, 0.14, 2.38], [-0.79, -1.27, 2.81], [-0.78, -2.23, 1.72], [-1.87, -2.03, 0.78], [-2.08, -3.21, -0.18], [-1.71, -2.81, -1.62], [-2.48, -1.66, -2.02], [-3.77, -1.97, -2.61], [-4.58, -0.68, -2.71], [-3.92, 0.29, -3.48], [-2.64, 0.56, -2.95], [-1.78, -0.70, -2.86], [0.53, -2.41, 1.14], [1.09, -1.26, 0.36], [0.47, -0.46, -0.48], [1.38, 0.40, -0.93], [2.52, 0.16, -0.43], [2.40, -0.88, 0.39], [3.50, -1.42, 1.13], [3.72, -2.88, 0.81], [3.90, -3.80, 1.83], [4.09, -5.14, 1.53], [4.10, -5.56, 0.21], [3.91, -4.65, -0.81], [3.73, -3.31, -0.51], [0.91, 0.58, 2.57], [1.78, -0.05, 3.17], [1.22, 1.81, 2.03], [0.37, 2.59, 1.29], [0.79, 3.77, 0.70], [-0.07, 4.54, -0.07], [0.50, 5.66, -0.57], [-0.15, 6.49, -1.51], [-4.15, 4.37, -0.36], [-3.99, 5.19, -1.93], [-3.54, 3.47, -1.79], [-2.84, 2.60, 0.25], [-2.38, 0.61, 1.62], [-1.78, -1.31, 3.28], [-0.04, -1.59, 3.55], [-2.77, -1.90, 1.39], [-1.73, -1.13, 0.17], [-3.13, -3.50, -0.17], [-1.50, -4.08, 0.14], [-0.65, -2.54, -1.64], [-1.85, -3.67, -2.30], [-4.29, -2.69, -1.97], [-3.66, -2.42, -3.61], [-5.54, -0.87, -3.20], [-4.76, -0.30, -1.69], [-2.18, 1.29, -3.61], [-2.73, 0.99, -1.94], [-0.83, -0.45, -2.39], [-1.61, -1.10, -3.87], [1.23, -2.64, 1.95], [0.51, -3.28, 0.47], [4.38, -0.83, 0.84], [3.31, -1.27, 2.20], [3.89, -3.47, 2.86], [4.24, -5.85, 2.33], [4.24, -6.61, -0.02], [3.92, -4.97, -1.84], [3.59, -2.59, -1.31], [2.17, 2.12, 2.15], [1.80, 4.11, 0.81], [-1.04, 6.97, -1.08], [0.58, 7.24, -1.78], [-0.44, 5.92, -2.40]],
  "nbo_charge": [-0.251, -0.509, 0.203, -0.196, -0.167, -0.092, -0.151, -0.243, -0.427, -0.241, -0.407, -0.214, -0.462, -0.246, -0.068, -0.530, -0.062, -0.263, -0.271, 0.345, -0.348, -0.075, -0.076, -0.194, -0.253, -0.065, -0.203, -0.203, -0.211, -0.219, -0.160, 0.632, -0.683, -0.579, 0.273, -0.292, 0.314, -0.490, -0.240, 0.175, 0.201, 0.184, 0.215, 0.215, 0.207, 0.228, 0.192, 0.218, 0.203, 0.210, 0.203, 0.175, 0.201, 0.166, 0.190, 0.158, 0.192, 0.157, 0.241, 0.161, 0.231, 0.228, 0.242, 0.262, 0.217, 0.216, 0.216, 0.216, 0.210, 0.415, 0.224, 0.186, 0.189, 0.184],
  "smiles": "COc1cc2cc(CN(CCCN3CCOCC3)Cc3nnnn3Cc3ccccc3)c(=O)[nH]c2cc1OC",
  "energy_ha": -1772.1726,
  "e_above_lowest_kj_mol": 0.0,
  "e_lumo_ev": 0.390,
  "gap_ev": 8.069
}

=====

3.
{
  "formula": "C28H35N9O2RuS2",
  "method": "the ωB97M-V functional and the def2-TZVPD basis",
  "species": ["Ru", "O", "S", "O", "N", "C", "C", "C", "C", "C", "C", "C", "C", "N", "C", "C", "C", "C", "C", "C", "C", "H", "H", "H", "H", "H", "H", "H", "H", "H", "H", "H", "C", "N", "C", "C", "N", "N", "C", "N", "N", "H", "H", "H", "H", "H", "H", "H", "H", "H", "H", "H", "C", "N", "C", "N", "S", "H", "H", "H", "H", "H", "H", "C", "C", "C", "C", "C", "C", "C", "H", "H", "H", "H", "H", "H", "H"],
  "xyz": [[0.05, 0.33, -0.47], [-1.18, -1.25, 3.26], [-1.22, -0.01, 2.55], [-2.40, 0.28, 1.76], [0.08, 0.09, 1.52], [1.36, -0.18, 2.10], [1.68, -0.35, 3.42], [3.01, -0.59, 3.83], [4.03, -0.66, 2.93], [3.73, -0.50, 1.55], [4.71, -0.58, 0.54], [4.35, -0.43, -0.77], [3.01, -0.20, -1.08], [2.06, -0.12, -0.16], [2.40, -0.27, 1.17], [-0.98, 1.30, 3.68], [-1.42, 1.10, 4.98], [-1.29, 2.14, 5.89], [-0.72, 3.34, 5.50], [-0.27, 3.52, 4.20], [-0.40, 2.50, 3.27], [0.91, -0.33, 4.18], [3.21, -0.72, 4.89], [5.05, -0.85, 3.24], [5.74, -0.76, 0.81], [5.08, -0.48, -1.57], [2.71, -0.09, -2.11], [-1.85, 0.15, 5.28], [-1.63, 2.01, 6.91], [-0.61, 4.15, 6.22], [0.19, 4.46, 3.91], [-0.03, 2.62, 2.26], [0.66, 0.09, -5.26], [-0.68, -0.11, -4.72], [-1.77, -0.45, -5.64], [-0.87, 0.00, -3.40], [0.09, 0.20, -2.54], [-2.19, -0.11, -2.97], [-2.68, 0.11, -1.71], [-3.97, -0.16, -1.54], [-1.94, 0.59, -0.74], [0.59, 0.19, -6.34], [1.32, -0.75, -5.03], [1.10, 1.02, -4.88], [-1.34, -0.66, -6.61], [-2.48, 0.37, -5.75], [-2.28, -1.36, -5.33], [0.99, 0.26, -3.00], [-2.86, -0.38, -3.67], [-4.52, -0.64, -2.25], [-4.37, -0.11, -0.62], [-2.43, 0.61, 0.16], [-0.60, 6.42, -0.36], [0.32, 5.29, -0.31], [-0.06, 4.02, -0.43], [-1.37, 3.77, -0.54], [1.12, 2.77, -0.41], [-0.03, 7.33, -0.22], [-1.34, 6.36, 0.45], [-1.11, 6.47, -1.32], [1.31, 5.46, -0.27], [-2.06, 4.49, -0.51], [-1.67, 2.81, -0.59], [-0.07, -2.95, -0.40], [-0.22, -4.35, -0.48], [0.59, -5.12, -1.36], [0.44, -6.48, -1.43], [-0.50, -7.13, -0.64], [-1.30, -6.39, 0.24], [-1.17, -5.03, 0.31], [0.69, -2.45, -0.98], [-0.68, -2.39, 0.30], [1.33, -4.61, -1.97], [1.07, -7.06, -2.10], [-0.61, -8.21, -0.69], [-2.03, -6.90, 0.86], [-1.78, -4.45, 1.00]],
  "mulliken_charge": [0.783, -0.658, 1.328, -0.962, 0.896, 0.144, -0.640, -1.071, -0.954, 0.950, -0.624, -1.094, -0.141, 0.600, -0.347, -0.141, -0.357, -0.711, -0.481, -0.707, 0.339, 0.462, 0.448, 0.462, 0.479, 0.481, 0.294, 0.488, 0.421, 0.418, 0.450, 0.012, -1.060, 0.148, -1.066, 0.474, -0.081, -0.011, 0.385, -0.362, -0.161, 0.332, 0.338, 0.423, 0.323, 0.356, 0.419, -0.266, 0.200, 0.193, 0.232, 0.107, -1.057, -0.136, 0.763, -0.220, -0.481, 0.354, 0.344, 0.357, 0.267, 0.252, 0.017, -0.754, 1.267, -0.433, -0.582, -0.469, -0.594, -0.427, 0.061, 0.058, 0.341, 0.390, 0.397, 0.392, 0.400],
  "energy_ha": -2622.0768,
  "e_above_lowest_kj_mol": 5.7,
  "e_lumo_ev": [-5.209, -6.912],
  "total_charge": 2,
  "gap_ev": [6.086, 6.191],
  "spin_multiplicity": 5
}

=====

4.
{
  "formula": "C28H35NO4",
  "method": "the ωB97M-V functional and the def2-TZVPD basis",
  "species": ["C", "O", "C", "C", "C", "C", "C", "N", "C", "C", "C", "C", "C", "C", "C", "O", "C", "C", "C", "C", "C", "C", "C", "C", "C", "C", "C", "O", "C", "C", "C", "O", "C", "H", "H", "H", "H", "H", "H", "H", "H", "H", "H", "H", "H", "H", "H", "H", "H", "H", "H", "H", "H", "H", "H", "H", "H", "H", "H", "H", "H", "H", "H", "H", "H", "H", "H", "H"],
  "xyz": [[-5.21, -1.46, 1.57], [-4.92, -0.61, 0.49], [-3.96, 0.34, 0.67], [-3.30, 0.59, 1.86], [-2.32, 1.57, 1.92], [-1.98, 2.31, 0.81], [-0.85, 3.29, 0.83], [0.18, 2.85, -0.11], [1.52, 3.31, 0.22], [2.57, 2.47, -0.50], [2.86, 1.14, 0.22], [1.66, 0.21, 0.19], [0.93, -0.06, 1.34], [-0.17, -0.88, 1.31], [-0.58, -1.48, 0.11], [-1.67, -2.28, 0.19], [-2.11, -3.02, -0.94], [-2.92, -2.15, -1.90], [-2.96, -4.17, -0.40], [0.17, -1.23, -1.04], [1.27, -0.40, -0.99], [4.05, 0.39, -0.34], [4.58, 0.62, -1.59], [5.65, -0.13, -2.06], [6.19, -1.12, -1.27], [5.67, -1.38, -0.01], [4.60, -0.63, 0.46], [4.02, -0.80, 1.68], [4.49, -1.84, 2.51], [-2.65, 2.07, -0.39], [-3.64, 1.10, -0.48], [-4.34, 0.80, -1.60], [-4.05, 1.52, -2.78], [-5.63, -0.91, 2.42], [-5.96, -2.17, 1.20], [-4.32, -2.01, 1.90], [-3.54, 0.03, 2.74], [-1.81, 1.74, 2.86], [-1.19, 4.29, 0.52], [-0.46, 3.37, 1.86], [0.18, 1.84, -0.13], [1.60, 4.36, -0.09], [1.71, 3.28, 1.31], [2.22, 2.29, -1.51], [3.50, 3.04, -0.54], [3.08, 1.37, 1.27], [1.22, 0.39, 2.28], [-0.74, -1.09, 2.20], [-1.23, -3.44, -1.45], [-2.32, -1.32, -2.27], [-3.25, -2.75, -2.75], [-3.79, -1.75, -1.40], [-2.40, -4.74, 0.33], [-3.85, -3.77, 0.08], [-3.26, -4.82, -1.21], [-0.09, -1.69, -1.98], [1.84, -0.23, -1.89], [4.17, 1.40, -2.22], [6.06, 0.07, -3.04], [7.02, -1.72, -1.63], [6.10, -2.16, 0.59], [4.37, -2.81, 2.03], [3.86, -1.80, 3.40], [5.53, -1.69, 2.80], [-2.37, 2.65, -1.25], [-4.71, 1.11, -3.54], [-3.01, 1.38, -3.09], [-4.25, 2.59, -2.66]],
  "nbo_charge": [-0.253, -0.494, 0.244, -0.309, -0.161, -0.050, -0.230, -0.638, -0.209, -0.388, -0.277, -0.067, -0.209, -0.196, 0.295, -0.511, 0.104, -0.646, -0.612, -0.320, -0.147, -0.064, -0.202, -0.238, -0.200, -0.310, 0.379, -0.515, -0.249, -0.307, 0.332, -0.502, -0.251, 0.175, 0.198, 0.181, 0.218, 0.201, 0.190, 0.168, 0.380, 0.189, 0.155, 0.208, 0.214, 0.226, 0.212, 0.214, 0.169, 0.212, 0.209, 0.236, 0.216, 0.207, 0.211, 0.217, 0.209, 0.214, 0.211, 0.212, 0.215, 0.178, 0.200, 0.175, 0.228, 0.199, 0.176, 0.177],
  "smiles": "COc1ccc(CNCC[C@@H](c2ccc(OC(C)C)cc2)c2ccccc2OC)cc1OC",
  "energy_ha": -1443.6351,
  "e_above_lowest_kj_mol": 0.0,
  "e_lumo_ev": 0.787,
  "gap_ev": 8.606
}